No. 1
ORCA calculation (ωB97M-V with the def2-TZVPD basis set) on a cluster of 2 separate species, C3H6ClN in total at a distorted geometry.

Calculated values
E, Ha: -632.6343
Expectation value of S²: 2.01
HOMO-LUMO gap (spin up / spin down), Ha: 0.208 / 0.259
Max |F|, eV Å⁻¹: 4.20
LUMO level (spin up / spin down), eV: 1.01 / -3.66
Highest occupied orbital energy (spin up / spin down), eV: -4.6 / -10.7

The geometry in ORCA input format:
```
! RIJCOSX wB97M-V def2-TZVPD def2/J DEFGRID3
* xyz 0 3
C -0.23 -0.42 0.38
C -0.95 -0.77 1.59
C 0.98 0.26 -1.68
N 0.35 -0.40 -0.64
Cl -0.63 2.43 0.66
H -1.08 -1.78 1.53
H -0.03 -0.42 2.17
H -1.78 -0.12 1.77
H 0.77 1.36 -1.54
H 0.57 -0.25 -2.59
H 2.02 0.11 -1.65
*
```

---

No. 2
ORCA calculation (ωB97M-V with the def2-TZVPD basis set) on the ion C3H6ClN2OSi with charge -1 at a distorted geometry.

Calculated values
E, Ha: -1052.3811
HOMO-LUMO gap, Ha: 0.206
Max |F|, eV Å⁻¹: 2.58
LUMO level, eV: 3.51
Highest occupied orbital energy, eV: -2.1
SMILES: CN1C=CN([O-])[Si@H]1Cl

The geometry in ORCA input format:
```
! RIJCOSX wB97M-V def2-TZVPD def2/J DEFGRID3
* xyz -1 1
C 1.49 1.30 -0.08
N 0.42 0.37 0.04
C 0.67 -0.87 0.64
C -0.39 -1.69 0.58
N -1.48 -1.17 -0.07
O -2.59 -2.09 -0.35
Si -1.18 0.41 -0.61
Cl -2.16 2.10 0.15
H 1.83 1.67 0.90
H 2.36 0.83 -0.57
H 1.18 2.16 -0.68
H 1.62 -1.04 1.12
H -0.47 -2.70 0.96
H -1.29 0.73 -2.04
*
```

---

No. 3
ORCA calculation (ωB97M-V with the def2-TZVPD basis set) on a cluster of 2 separate species, C3H6ClN2S in total at a distorted geometry.

Calculated values
E, Ha: -1085.4725
HOMO-LUMO gap, Ha: 0.315
Max |F|, eV Å⁻¹: 3.33
LUMO level, eV: -5.24
Highest occupied orbital energy, eV: -13.8

The geometry in ORCA input format:
```
! RIJCOSX wB97M-V def2-TZVPD def2/J DEFGRID3
* xyz 1 1
C -1.96 0.07 -0.30
C 1.24 -0.54 0.44
C -1.64 1.03 -1.22
N 2.45 -0.68 0.98
N 0.18 0.12 0.70
S -2.54 -0.96 0.62
Cl 1.17 -1.64 -0.96
H -2.48 1.65 -1.35
H -1.46 0.44 -2.26
H -0.84 1.58 -0.68
H 2.76 -0.14 1.71
H 3.09 -1.34 0.66
H 0.04 0.42 1.67
*
```

---

No. 4
ORCA calculation (ωB97M-V with the def2-TZVPD basis set) on a cluster of 2 separate species, C3H6ClNO in total at a distorted geometry.

Calculated values
E, Ha: -707.9765
HOMO-LUMO gap, Ha: 0.353
Max |F|, eV Å⁻¹: 3.33
LUMO level, eV: 0.69
Highest occupied orbital energy, eV: -8.9

The geometry in ORCA input format:
```
! RIJCOSX wB97M-V def2-TZVPD def2/J DEFGRID3
* xyz 0 1
C -1.27 -1.96 0.01
C 1.05 1.52 -0.40
C 1.81 -0.40 1.00
N 1.05 0.63 0.71
O -2.10 -1.15 -0.29
Cl 2.87 -0.84 -0.31
H -0.73 -2.38 -0.95
H 1.69 2.33 -0.28
H 1.54 1.14 -1.27
H -0.01 1.92 -0.61
H -0.90 -2.32 1.00
H 0.20 0.60 1.27
*
```

---

No. 5
ORCA calculation (ωB97M-V with the def2-TZVPD basis set) on a structure of composition C3H6ClNS at a distorted geometry.

Calculated values
E, Ha: -1030.9105
HOMO-LUMO gap, Ha: 0.358
Max |F|, eV Å⁻¹: 4.98
LUMO level, eV: 0.69
Highest occupied orbital energy, eV: -9.0

The geometry in ORCA input format:
```
! RIJCOSX wB97M-V def2-TZVPD def2/J DEFGRID3
* xyz 0 1
C -2.02 -0.61 2.01
C 0.95 0.67 -1.32
C 2.18 1.06 -1.01
H -0.25 -2.08 -0.55
H -2.60 -0.97 2.85
H -1.94 0.48 1.88
H 0.53 -0.29 -1.06
H 2.57 2.03 -1.29
H 2.82 0.38 -0.46
N -1.49 -1.47 1.24
S -0.58 -0.87 -0.08
Cl -0.16 1.68 -2.20
*
```

---

No. 6
ORCA calculation (ωB97M-V with the def2-TZVPD basis set) on a structure of composition C3H6ClO3S at a distorted geometry.

Calculated values
E, Ha: -1202.0362
HOMO-LUMO gap, Ha: 0.325
Max |F|, eV Å⁻¹: 4.47
LUMO level, eV: 3.26
Highest occupied orbital energy, eV: -5.6

The geometry in ORCA input format:
```
! RIJCOSX wB97M-V def2-TZVPD def2/J DEFGRID3
* xyz -1 1
C 0.71 1.02 0.80
C -0.26 0.46 -1.47
C 0.18 0.01 -0.11
O -2.00 -0.44 0.85
O -0.09 -1.47 1.98
O -0.97 -2.46 -0.08
S -0.80 -1.26 0.73
Cl 2.25 -1.11 -0.43
H 0.98 1.99 0.50
H 1.69 0.62 1.32
H -0.17 1.03 1.48
H -0.93 1.29 -1.48
H -1.06 -0.30 -1.90
H 0.48 0.61 -2.20
*
```

---

No. 7
ORCA calculation (ωB97M-V with the def2-TZVPD basis set) on the molecule C3H6ClPS2 at a distorted geometry.

Calculated values
E, Ha: -1715.7542
HOMO-LUMO gap (spin up / spin down), Ha: 0.317 / 0.193
Max |F|, eV Å⁻¹: 3.89
LUMO level (spin up / spin down), eV: -0.84 / -2.28
Highest occupied orbital energy (spin up / spin down), eV: -9.5 / -7.5

The geometry in ORCA input format:
```
! RIJCOSX wB97M-V def2-TZVPD def2/J DEFGRID3
* xyz 0 1
C 0.27 0.48 -0.46
C -0.20 -0.65 0.50
C -1.81 -0.73 0.44
P 3.28 0.82 -1.01
S 1.53 -0.15 -1.61
S 0.65 -0.45 2.10
Cl 2.63 2.45 0.00
H -0.52 0.86 -1.13
H 0.57 1.29 0.12
H 0.04 -1.61 -0.11
H -2.33 -0.05 1.01
H -2.12 -1.74 0.71
H -2.01 -0.53 -0.56
*
```

---

No. 8
ORCA calculation (ωB97M-V with the def2-TZVPD basis set) on a structure of composition C3H6CsO5 at a distorted geometry.

Calculated values
E, Ha: -514.2034
HOMO-LUMO gap, Ha: 0.076
Max |F|, eV Å⁻¹: 3.82
LUMO level, eV: -0.07
Highest occupied orbital energy, eV: -2.1

The geometry in ORCA input format:
```
! RIJCOSX wB97M-V def2-TZVPD def2/J DEFGRID3
* xyz -1 1
C 0.64 -0.10 -1.04
C 0.03 -0.36 0.33
O 0.59 0.59 1.24
C 0.28 0.48 2.56
O -0.49 -0.43 2.94
O 0.83 1.33 3.30
O 0.20 -1.04 -1.97
Cs -0.37 0.49 6.96
H 1.74 -0.13 -0.93
H 0.39 0.93 -1.36
H 0.26 -1.38 0.66
H -1.07 -0.24 0.29
H -0.20 -0.56 -2.88
O -1.00 -0.04 -5.09
H -1.83 0.45 -5.00
*
```

---

No. 9
ORCA calculation (ωB97M-V with the def2-TZVPD basis set) on the molecule C3H6F2O at a distorted geometry.

Calculated values
E, Ha: -392.8539
HOMO-LUMO gap, Ha: 0.418
Max |F|, eV Å⁻¹: 1.66
LUMO level, eV: 0.88
Highest occupied orbital energy, eV: -10.5
SMILES: OC[C@H](F)CF

The geometry in ORCA input format:
```
! RIJCOSX wB97M-V def2-TZVPD def2/J DEFGRID3
* xyz 0 1
O -1.47 -1.05 -0.60
C -1.25 0.19 0.05
C 0.21 0.70 0.11
F 0.46 1.27 -1.12
C 1.25 -0.37 0.36
F 1.29 -1.17 -0.77
H -0.69 -1.25 -1.19
H -1.60 0.03 1.09
H -1.79 0.96 -0.45
H 0.33 1.49 0.85
H 2.17 0.17 0.42
H 1.10 -0.96 1.25
*
```

---

No. 10
ORCA calculation (ωB97M-V with the def2-TZVPD basis set) on the molecule C3H6F2S at a distorted geometry.

Calculated values
E, Ha: -715.7328
HOMO-LUMO gap, Ha: 0.367
Max |F|, eV Å⁻¹: 6.14
LUMO level, eV: 0.69
Highest occupied orbital energy, eV: -9.3
SMILES: FC[C@@H](F)CS

The geometry in ORCA input format:
```
! RIJCOSX wB97M-V def2-TZVPD def2/J DEFGRID3
* xyz 0 1
F 1.74 -0.96 -0.93
C 1.41 -0.48 0.28
C -0.03 -0.50 0.89
F 0.03 -0.12 2.31
C -1.15 0.50 0.29
S -1.04 0.88 -1.45
H 2.08 -1.22 0.84
H 1.85 0.63 0.60
H -0.43 -1.55 0.85
H -1.22 1.36 1.09
H -2.22 -0.19 0.47
H -0.66 -0.50 -1.75
*
```

---

No. 11
ORCA calculation (ωB97M-V with the def2-TZVPD basis set) on a cluster of 2 separate species, C3H6F3N3O in total at a distorted geometry.

Calculated values
E, Ha: -656.0430
HOMO-LUMO gap (spin up / spin down), Ha: 0.365 / 0.365
Max |F|, eV Å⁻¹: 5.14
LUMO level (spin up / spin down), eV: -11.75 / -11.75
Highest occupied orbital energy (spin up / spin down), eV: -21.7 / -21.7

The geometry in ORCA input format:
```
! RIJCOSX wB97M-V def2-TZVPD def2/J DEFGRID3
* xyz 2 1
C -0.69 1.20 -1.65
C 1.04 -0.34 -0.87
C -0.46 -1.87 1.48
N 0.40 1.61 0.31
N 0.66 1.74 1.40
N 0.34 0.79 -0.76
O 0.81 1.95 2.50
F 0.52 -2.25 0.64
F -0.15 -0.73 1.99
F -1.46 -1.73 0.64
H -0.76 0.41 -2.52
H -1.71 1.13 -1.36
H -0.66 2.31 -1.95
H 1.93 -0.54 -0.26
H -0.70 -2.65 2.16
H 0.89 -1.03 -1.75
*
```

---

No. 12
ORCA calculation (ωB97M-V with the def2-TZVPD basis set) on the molecule C3H6F3NO2S at a distorted geometry.

Calculated values
E, Ha: -1020.8985
HOMO-LUMO gap, Ha: 0.352
Max |F|, eV Å⁻¹: 3.53
LUMO level, eV: 0.45
Highest occupied orbital energy, eV: -9.1
SMILES: NS[C@@](O)(CO)C(F)(F)F

The geometry in ORCA input format:
```
! RIJCOSX wB97M-V def2-TZVPD def2/J DEFGRID3
* xyz 0 1
N 1.44 -1.44 -1.56
S 1.46 0.05 -0.73
C -0.19 -0.09 0.35
O -0.30 -1.40 0.77
C 0.10 0.69 1.63
O 0.71 1.91 1.39
C -1.36 0.42 -0.63
F -1.31 1.80 -0.78
F -1.24 -0.25 -1.73
F -2.63 0.13 -0.15
H 1.61 -1.25 -2.60
H 2.31 -2.00 -1.31
H -0.45 -1.96 0.06
H -0.83 0.81 2.18
H 0.68 0.02 2.17
H 0.00 2.55 0.95
*
```

---

No. 13
ORCA calculation (ωB97M-V with the def2-TZVPD basis set) on a cluster of 2 separate species, C3H6F3O in total at a distorted geometry.

Calculated values
E, Ha: -492.3665
HOMO-LUMO gap, Ha: 0.462
Max |F|, eV Å⁻¹: 4.66
LUMO level, eV: -4.37
Highest occupied orbital energy, eV: -16.9

The geometry in ORCA input format:
```
! RIJCOSX wB97M-V def2-TZVPD def2/J DEFGRID3
* xyz 1 1
C 0.58 1.91 0.06
C -0.44 -1.83 -0.33
C 2.04 0.06 0.05
O 1.35 0.85 -0.52
F 0.56 -1.35 0.42
F 2.57 0.05 1.19
F 2.66 -0.75 -0.69
H -0.16 2.08 -0.81
H 0.43 1.75 1.13
H 1.35 2.84 -0.02
H -1.18 -1.02 -0.14
H -0.20 -1.94 -1.39
H -0.85 -2.80 -0.03
*
```

---

No. 14
ORCA calculation (ωB97M-V with the def2-TZVPD basis set) on a structure of composition C3H6F3OPSr at a distorted geometry.

Calculated values
E, Ha: -864.0456
HOMO-LUMO gap, Ha: 0.201
Max |F|, eV Å⁻¹: 5.82
LUMO level, eV: -10.03
Highest occupied orbital energy, eV: -15.5

The geometry in ORCA input format:
```
! RIJCOSX wB97M-V def2-TZVPD def2/J DEFGRID3
* xyz 2 1
O -0.46 -2.16 1.06
C -0.97 -0.89 1.68
C 0.23 0.21 1.50
P -0.17 1.29 -0.03
C 1.03 0.64 -1.41
F 0.98 -0.85 -1.56
F 0.60 1.36 -2.67
F 2.42 1.05 -1.01
H -0.69 -2.11 0.09
H -1.25 -1.16 2.78
H -1.93 -0.61 1.02
H 0.42 0.89 2.43
H 1.25 -0.38 1.30
H -1.50 0.99 -0.56
Sr 0.05 1.74 -4.64
*
```

---

No. 15
ORCA calculation (ωB97M-V with the def2-TZVPD basis set) on a structure of composition C3H6F4HgN2O13S4 at a distorted geometry.

Calculated values
E, Ha: -3351.0235
HOMO-LUMO gap, Ha: 0.185
Max |F|, eV Å⁻¹: 11.02
LUMO level, eV: 4.08
Highest occupied orbital energy, eV: -1.0

The geometry in ORCA input format:
```
! RIJCOSX wB97M-V def2-TZVPD def2/J DEFGRID3
* xyz -2 1
Hg -0.27 0.34 -0.60
N -0.41 -1.85 -0.62
S -1.44 -2.89 -1.05
O -2.69 -3.03 -0.26
O -1.00 -4.06 -1.78
F -1.99 -2.14 -2.36
S 0.54 -3.05 0.18
O 1.60 -3.70 -0.59
O -0.18 -3.95 1.15
F 1.19 -2.17 1.34
N 1.94 0.46 -0.10
S 3.26 0.09 -1.21
O 3.99 -1.13 -1.11
O 3.85 1.32 -1.78
F 2.23 -0.29 -2.42
S 2.92 0.83 0.98
O 3.74 2.03 1.02
O 3.46 -0.25 1.82
F 1.70 1.27 1.97
C -1.68 1.04 -2.96
O -2.23 1.52 -3.88
O -0.50 1.36 -2.69
O -2.33 0.80 -1.93
C -1.43 2.61 1.63
C -1.82 1.18 2.17
O -0.88 0.19 1.76
O -1.18 2.55 0.22
H -0.59 3.00 2.21
H -2.28 3.26 1.82
H -2.67 0.85 1.57
H -2.13 1.16 3.22
H -0.87 -0.39 2.53
H -1.88 3.03 -0.23
*
```

---

No. 16
ORCA calculation (ωB97M-V with the def2-TZVPD basis set) on a structure of composition C3H6F9NaO12S3 at a distorted geometry.

Calculated values
E, Ha: -3276.5767
HOMO-LUMO gap, Ha: 0.198
Max |F|, eV Å⁻¹: 3.72
LUMO level, eV: 0.84
Highest occupied orbital energy, eV: -4.5

The geometry in ORCA input format:
```
! RIJCOSX wB97M-V def2-TZVPD def2/J DEFGRID3
* xyz -2 1
Na -7.58 17.79 -17.75
C -1.46 12.29 -15.79
F -2.37 11.39 -15.41
F -1.14 13.13 -14.74
F -0.39 11.63 -16.20
S -2.26 13.34 -17.19
O -1.15 14.04 -17.79
O -2.89 12.33 -18.07
O -3.25 14.30 -16.65
C -13.42 14.18 -22.31
F -14.42 13.63 -22.94
F -12.36 13.76 -22.94
F -13.51 15.48 -22.34
S -13.22 13.50 -20.50
O -11.90 14.00 -20.07
O -14.28 14.05 -19.70
O -13.21 12.02 -20.65
C -5.03 24.83 -14.46
F -4.90 25.69 -15.48
F -3.94 24.09 -14.30
F -5.22 25.54 -13.37
S -6.50 23.67 -14.93
O -6.10 22.80 -16.08
O -6.87 22.88 -13.74
O -7.57 24.64 -15.20
O -8.85 13.57 -15.00
H -9.26 13.62 -15.86
H -9.52 13.20 -14.43
O -5.88 17.50 -22.21
H -5.11 17.07 -22.57
H -6.20 18.05 -22.93
O -11.92 19.67 -16.58
H -12.79 19.42 -16.25
H -12.09 20.41 -17.16
*
```

---

No. 17
ORCA calculation (ωB97M-V with the def2-TZVPD basis set) on a cluster of 2 separate species, C3H6FN2 in total at a distorted geometry.

Calculated values
E, Ha: -326.7727
HOMO-LUMO gap (spin up / spin down), Ha: 0.246 / 0.231
Max |F|, eV Å⁻¹: 4.72
LUMO level (spin up / spin down), eV: -9.33 / -9.60
Highest occupied orbital energy (spin up / spin down), eV: -16.0 / -15.9

The geometry in ORCA input format:
```
! RIJCOSX wB97M-V def2-TZVPD def2/J DEFGRID3
* xyz 1 1
C -0.61 0.99 0.58
C 1.17 -0.14 -0.27
C -0.10 -0.87 -0.71
N 0.66 0.95 0.54
N -1.14 0.01 -0.12
F -2.21 0.70 2.42
H 1.98 -0.65 0.24
H 1.61 0.33 -1.14
H -0.14 -0.82 -1.75
H -0.44 -1.82 -0.48
H 1.16 1.84 0.62
H -1.95 -0.52 0.08
*
```

---

No. 18
ORCA calculation (ωB97M-V with the def2-TZVPD basis set) on the molecule C3H6FNO at a distorted geometry.

Calculated values
E, Ha: -347.7757
HOMO-LUMO gap, Ha: 0.397
Max |F|, eV Å⁻¹: 2.03
LUMO level, eV: 0.91
Highest occupied orbital energy, eV: -9.9
SMILES: CNC(=O)CF

The geometry in ORCA input format:
```
! RIJCOSX wB97M-V def2-TZVPD def2/J DEFGRID3
* xyz 0 1
C -0.28 0.94 -1.61
N 0.27 0.47 -0.36
C -0.32 -0.51 0.31
O -1.26 -1.17 -0.17
C 0.29 -0.88 1.65
F 1.42 -0.15 1.90
H -0.73 1.93 -1.63
H -1.02 0.18 -1.91
H 0.53 0.87 -2.34
H 0.98 1.02 0.13
H -0.46 -0.79 2.48
H 0.59 -1.91 1.55
*
```

---

No. 19
ORCA calculation (ωB97M-V with the def2-TZVPD basis set) on the molecule C3H6FNO at a distorted geometry.

Calculated values
E, Ha: -347.6909
HOMO-LUMO gap, Ha: 0.413
Max |F|, eV Å⁻¹: 2.29
LUMO level, eV: 1.12
Highest occupied orbital energy, eV: -10.1
SMILES: C[C@H](F)/C=N/O

The geometry in ORCA input format:
```
! RIJCOSX wB97M-V def2-TZVPD def2/J DEFGRID3
* xyz 0 1
C 0.87 -1.41 0.06
C -0.38 -0.70 0.57
F -1.45 -1.42 0.05
C -0.65 0.67 -0.07
N 0.28 1.53 -0.26
O -0.29 2.68 -0.87
H 0.76 -2.42 0.49
H 1.81 -0.95 0.41
H 0.88 -1.49 -1.01
H -0.46 -0.59 1.74
H -1.70 0.76 -0.50
H 0.32 3.32 -0.60
*
```

---

No. 20
ORCA calculation (ωB97M-V with the def2-TZVPD basis set) on a cluster of 3 separate species, C3H6FNO2 in total at a distorted geometry.

Calculated values
E, Ha: -422.7712
HOMO-LUMO gap, Ha: 0.381
Max |F|, eV Å⁻¹: 5.48
LUMO level, eV: 0.40
Highest occupied orbital energy, eV: -10.0

The geometry in ORCA input format:
```
! RIJCOSX wB97M-V def2-TZVPD def2/J DEFGRID3
* xyz 0 1
C -0.38 1.74 0.72
C 0.28 -1.03 -1.03
C 0.91 -1.50 0.20
H 0.05 2.29 -0.59
H -1.50 2.49 1.38
H 0.51 1.55 1.40
H -1.28 0.35 -1.50
H 1.54 -0.72 0.83
H 1.61 -2.29 0.10
N -0.67 0.02 -0.82
O -1.08 0.39 0.57
O 0.37 -1.51 -2.19
F -0.37 -1.77 0.91
*
```